{"formula": "C55H57AsN12O8PRbS2", "method": "ωB97M-V/def2-TZVPD", "symbols": ["Rb", "As", "S", "S", "P", "O", "O", "O", "O", "O", "O", "O", "O", "N", "N", "N", "N", "N", "N", "N", "N", "N", "N", "N", "N", "C", "C", "C", "C", "C", "C", "C", "C", "C", "C", "C", "C", "C", "C", "C", "C", "C", "C", "C", "C", "C", "C", "C", "C", "C", "C", "C", "C", "C", "C", "C", "C", "C", "C", "C", "C", "C", "C", "C", "C", "C", "C", "C", "C", "C", "C", "C", "C", "C", "C", "C", "C", "C", "C", "C", "H", "H", "H", "H", "H", "H", "H", "H", "H", "H", "H", "H", "H", "H", "H", "H", "H", "H", "H", "H", "H", "H", "H", "H", "H", "H", "H", "H", "H", "H", "H", "H", "H", "H", "H", "H", "H", "H", "H", "H", "H", "H", "H", "H", "H", "H", "H", "H", "H", "H", "H", "H", "H", "H", "H", "H", "H"], "positions_angstrom": [[-0.063, -0.660, -0.536], [2.527, 5.014, 1.278], [0.993, -2.187, -4.949], [0.312, -8.241, 0.205], [-0.621, 1.601, 1.910], [1.828, -4.991, -1.949], [-0.698, -7.850, 1.154], [1.374, -2.886, -2.504], [0.500, -9.666, 0.028], [-3.503, -8.820, 0.065], [-2.450, 0.372, 1.540], [-4.156, -7.746, 1.829], [-0.869, -1.171, 1.832], [-2.663, -4.439, -0.074], [-2.815, 1.445, -3.524], [-3.559, -7.799, 0.756], [-2.847, -0.576, -2.302], [2.890, 1.031, -0.746], [4.243, 4.183, -3.878], [-3.035, -1.789, 1.739], [3.924, 2.425, -2.473], [-2.212, -6.469, -0.843], [2.669, 4.394, -2.195], [-4.346, -1.456, 1.308], [-1.784, 1.893, -2.871], [3.849, 3.850, 2.124], [3.786, 3.477, 3.461], [-0.891, 1.117, 3.654], [1.944, 5.967, 2.892], [-1.853, 2.974, 1.756], [-2.041, -0.818, 1.681], [2.579, -4.205, -4.042], [1.165, 7.382, 5.173], [-2.987, 4.955, 2.533], [3.555, -5.168, -4.219], [3.331, 1.728, -1.550], [-3.415, -1.752, -2.128], [-0.670, 3.827, -2.084], [-0.491, 5.193, -2.064], [-2.281, 4.078, -3.869], [1.908, -7.525, 0.705], [-1.245, -4.543, -2.098], [-4.371, -2.286, -2.985], [2.509, 7.232, 4.872], [2.646, -3.751, -6.405], [0.803, 2.833, 2.381], [-2.123, 3.899, 2.760], [-3.202, 0.161, -3.372], [-2.077, 5.438, -3.851], [-2.138, 1.226, 4.260], [-0.070, -7.543, -1.438], [-2.476, 3.130, 0.524], [-3.015, -6.616, 0.276], [-1.238, 0.431, 6.337], [-4.727, -1.548, -4.111], [-0.003, 0.277, 5.729], [2.891, 6.535, 3.741], [4.819, 3.269, 1.315], [5.636, 1.982, 3.159], [-4.140, -0.323, -4.313], [5.702, 2.335, 1.822], [1.740, -6.050, 0.991], [3.611, -4.720, -6.569], [0.599, 6.162, 3.184], [3.596, 3.620, -2.824], [1.894, -3.998, -2.712], [-3.317, 4.202, 0.284], [-3.579, 5.115, 1.292], [-2.308, 0.892, 5.590], [4.098, -5.413, -5.469], [-1.196, 6.009, -2.940], [2.136, -3.446, -5.138], [0.168, 0.612, 4.399], [-1.580, -7.500, -1.629], [-3.266, -5.330, 0.728], [0.212, 6.852, 4.320], [1.102, 3.647, 1.148], [-2.032, -5.131, -1.006], [-1.599, 3.242, -2.961], [4.679, 2.557, 3.977], [-1.540, -3.514, -2.282], [-3.109, -2.308, -1.247], [-4.296, -1.075, 0.355], [-2.007, -8.462, -1.328], [-1.369, 0.187, 7.384], [0.186, 5.648, -1.346], [1.736, -5.476, 0.064], [3.258, 7.655, 5.529], [-1.342, -5.116, -3.018], [0.199, 4.165, 0.805], [-1.660, 3.805, 3.734], [-3.282, 1.004, 6.047], [2.588, -7.730, -0.116], [0.863, 7.908, 6.069], [2.263, -3.203, -7.255], [3.946, 6.411, 3.516], [4.883, -6.148, -5.588], [-2.301, 2.390, -0.244], [-2.745, -2.722, 1.471], [0.385, -8.230, -2.146], [2.548, -5.673, 1.616], [-2.980, 1.559, 3.673], [-2.609, 6.081, -4.541], [2.309, 5.205, -2.674], [-4.635, -0.676, 1.902], [-1.063, 7.083, -2.916], [4.139, 5.164, -4.058], [-1.810, -7.317, -2.686], [1.414, 2.956, 0.357], [-5.463, -1.924, -4.812], [4.860, 3.544, 0.266], [6.318, 1.246, 3.560], [2.000, 3.913, -1.609], [0.798, -5.892, 1.513], [-4.815, -3.247, -2.780], [3.024, 3.899, 4.106], [0.834, -0.108, 6.297], [1.129, 0.467, 3.925], [1.676, 2.226, 2.635], [0.564, 3.471, 3.239], [3.990, -4.935, -7.563], [-3.869, -5.028, 1.560], [-0.154, 3.159, -1.408], [-4.249, 5.947, 1.116], [0.410, -6.570, -1.514], [5.042, 3.704, -4.253], [-3.192, 5.664, 3.326], [3.891, -5.727, -3.355], [-0.188, -4.524, -1.822], [-0.839, 6.968, 4.546], [4.618, 2.275, 5.020], [6.435, 1.875, 1.176], [2.201, -8.108, 1.577], [-0.160, 5.758, 2.525], [-4.372, 0.281, -5.176], [-2.958, 3.612, -4.570], [-3.769, 4.330, -0.690]], "lowdin_charge": [0.6991, 1.2813, 0.8285, 0.6763, 1.0602, -0.0606, -0.3004, -0.1104, -0.3478, 0.0397, -0.1684, 0.0637, -0.2354, 0.1309, -0.0024, -0.3442, 0.0920, 0.1470, 0.1508, -0.0157, 0.1087, 0.0465, 0.1829, 0.0156, 0.0127, -0.4095, -0.1280, -0.3355, -0.4151, -0.3432, -0.8624, -0.1573, -0.1085, -0.1102, -0.0404, -0.3798, -0.2095, -0.0766, -0.1422, -0.0488, -0.2739, 0.0287, -0.0988, -0.1057, -0.1398, -0.3953, -0.1220, -0.3676, -0.1286, -0.0926, -0.1688, -0.0883, -0.1829, -0.1167, -0.1130, -0.0997, -0.1445, -0.1339, -0.0999, -0.0447, -0.0928, -0.1145, -0.1183, -0.1110, -0.5022, -0.6545, -0.0720, -0.1044, -0.0916, -0.1119, -0.1423, -0.6391, -0.0873, -0.1424, -0.0163, -0.0867, -0.4623, -0.2907, -0.3084, -0.0881, 0.0745, 0.0677, 0.0563, 0.1110, 0.0872, 0.0830, 0.0463, 0.0939, 0.1012, 0.0436, 0.1046, 0.0936, 0.0982, 0.0925, 0.0892, 0.0986, 0.0866, 0.0906, 0.0777, 0.1105, 0.0787, 0.1054, 0.0868, 0.0988, 0.0691, 0.0783, 0.0960, 0.1345, 0.0226, 0.0903, 0.0800, 0.0945, 0.0496, 0.0749, 0.0856, 0.1009, 0.0917, 0.1054, 0.0562, 0.0643, 0.0922, 0.1209, 0.0822, 0.0902, 0.0639, 0.1019, 0.0901, 0.1100, 0.0590, 0.0971, 0.0992, 0.0990, 0.0965, 0.0872, 0.0904, 0.0853, 0.1054], "de_lowest_kcal_mol": 73.9, "total_charge": -2, "orbital_gap_ev": [6.418, 4.036], "lumo_energy_ev": [3.385, 2.919]}